[1]
A 4-piece molecular cluster, C36H61F2IN5O12S3 overall in a non-equilibrium geometry. Source: OMol25; level of theory: ωB97M-V/def2-TZVPD.

Each line ends with the Löwdin charge.
Positions of all 120 atoms, in Å:
I1 4.87399 6.99322 1.77741  0.879
S1 -7.12414 -3.62034 0.48563  0.621
S2 5.71532 -5.08117 0.17569  0.845
S3 -0.21941 2.66136 -2.31070  0.923
F1 0.62938 3.76487 3.60664  -0.077
F2 -1.39872 3.61427 -0.06187  -0.116
O1 3.16024 -5.66321 -1.25193  -0.097
O2 -0.76161 -0.86798 -3.86398  0.044
O3 -1.60659 0.12637 -5.68721  0.003
O4 -6.94867 -0.87857 -0.99722  -0.032
O5 -6.44967 2.56404 4.72473  0.050
O6 -8.45585 2.18821 5.65258  -0.002
O7 9.67197 -7.31072 -0.95859  -0.007
O8 3.52037 6.90858 -0.96469  -0.122
O9 11.77784 -7.90639 -1.44581  0.076
O10 -6.67950 0.48440 0.97954  -0.110
O11 -3.35053 2.60418 -2.65768  -0.043
O12 -4.00252 0.76959 -1.23897  -0.113
N1 5.05400 -4.79192 -2.70599  -0.004
N2 0.51316 6.24494 -0.17677  0.084
N3 1.95355 4.30079 0.88550  -0.033
N4 0.55302 5.90004 2.26691  0.155
N5 3.92395 -4.98931 -3.52339  -0.041
C1 0.90438 5.24930 3.58608  -0.224
C2 4.19962 -2.00284 2.78043  -0.219
C3 5.56078 -3.31591 0.88589  -0.446
C4 7.44376 -8.27207 -1.14232  -0.066
C5 -7.14045 -0.77585 0.32833  -0.303
C6 -10.77928 2.09425 4.93445  -0.067
C7 -0.44021 -2.02454 -5.91478  0.016
C8 -8.21568 3.96401 3.97107  0.009
C9 2.76102 -5.49845 -2.67971  -0.035
C10 -2.79985 -0.53180 -7.70360  -0.063
C11 -2.93644 1.54493 -1.91056  -0.256
C12 -9.80081 2.58096 5.98431  -0.226
C13 -4.75646 0.89834 2.56787  -0.040
C14 8.30634 -7.03967 -1.32576  -0.248
C15 -7.88835 -2.00149 1.12804  -0.423
C16 2.93297 -0.98050 2.47621  -0.212
C17 -5.19881 0.47770 1.02422  -0.267
C18 3.74401 6.11715 0.12147  -0.659
C19 3.05200 -0.32098 0.97613  -0.197
C20 2.43612 5.52108 4.10970  -0.093
C21 -0.05892 3.70898 -0.75406  -0.520
C22 0.08706 5.26403 -1.24475  -0.144
C23 1.02549 5.48571 1.02689  -0.105
C24 10.59343 -7.85946 -1.78056  -0.502
C25 4.58088 -5.19207 -1.32228  -0.455
C26 -4.55733 1.51918 -0.09329  -0.099
C27 3.16192 4.58817 0.02587  -0.149
C28 1.07747 3.19353 0.30608  -0.224
C29 -0.92177 -0.87086 -5.08523  -0.469
C30 1.97066 1.89411 -0.25213  -0.151
C31 -1.31083 1.20075 -1.74357  -0.301
C32 2.97750 1.32483 0.95678  -0.179
C33 -7.63680 2.87612 4.82689  -0.491
C34 4.19595 -3.35823 1.83498  -0.259
C35 10.13791 -8.49058 -3.06323  0.003
C36 -1.69189 0.31609 -7.11198  -0.220
H1 1.65725 -5.76648 -3.02217  0.146
H2 -0.37855 6.76716 0.07374  0.154
H3 -5.39266 2.26090 -0.49431  0.163
H4 -3.88037 1.68789 2.57338  0.083
H5 4.07827 -0.67163 0.51270  0.104
H6 -4.47468 -0.07042 3.18439  0.097
H7 2.20321 -0.83306 0.31408  0.120
H8 6.54439 -3.10235 1.51273  0.106
H9 2.56682 2.16082 -1.23769  0.118
H10 -0.91427 5.59327 -1.78203  0.168
H11 -10.03551 2.10399 6.94198  0.126
H12 2.46153 5.16047 5.24779  0.112
H13 2.95900 4.35968 -1.12522  0.149
H14 9.22771 -8.05662 -3.47021  0.068
H15 -1.17680 -2.83001 -5.86880  0.105
H16 1.94004 -1.59756 2.52608  0.112
H17 -5.72926 1.39890 3.04362  0.076
H18 -11.80376 2.34805 5.21534  0.084
H19 4.06120 3.86428 0.32289  0.142
H20 -7.74325 -1.95005 2.30631  0.109
H21 9.99627 -9.56204 -2.90391  0.099
H22 3.24169 4.86016 3.55158  0.070
H23 -3.75569 -0.30286 -7.22054  0.090
H24 7.77019 -9.09392 -1.78356  0.069
H25 -8.46214 3.55346 2.98915  0.100
H26 3.24449 -3.44279 1.15836  0.113
H27 -7.46385 4.75017 3.85480  0.094
H28 5.20736 -1.39824 2.60884  0.116
H29 -1.09811 0.93122 -0.60776  0.110
H30 -7.12263 -3.50558 -0.91644  -0.104
H31 -1.10387 0.27272 -2.43465  0.068
H32 -0.12034 6.72088 2.30901  0.192
H33 6.39940 -8.04905 -1.37136  0.070
H34 2.53753 1.69988 2.00054  0.117
H35 -10.70635 1.00767 4.81859  0.086
H36 8.24682 -6.62950 -2.33724  0.116
H37 -0.23999 -1.76918 -6.95262  0.074
H38 0.48064 2.75059 1.24077  0.169
H39 1.22514 0.98409 -0.45720  0.107
H40 10.91400 -8.33793 -3.81900  0.095
H41 0.92831 5.29722 -2.09043  0.145
H42 -9.03843 -1.97215 0.82217  0.108
H43 -9.86371 3.65924 6.15236  0.115
H44 2.68352 6.66989 4.10454  0.067
H45 4.06819 1.72437 0.79932  0.104
H46 5.44035 -2.56705 -0.02170  0.093
H47 -4.86692 -0.62579 0.75970  0.164
H48 4.21845 -4.29485 2.56363  0.115
H49 2.91241 -0.18178 3.34684  0.111
H50 -10.57171 2.52996 3.95451  0.068
H51 -2.89647 -0.34632 -8.77558  0.086
H52 0.50759 -2.37852 -5.49859  0.096
H53 4.15722 -2.35991 3.90233  0.114
H54 7.95463 -6.25194 -0.65085  0.052
H55 -2.61824 -1.59828 -7.55250  0.069
H56 -0.72447 0.13936 -7.58918  0.116
H57 -9.09290 4.44321 4.39916  0.071
H58 -3.67640 2.11013 0.40230  0.118
H59 7.50714 -8.63272 -0.11018  0.088
H60 0.17224 5.69553 4.41660  0.181
H61 -1.92659 1.37423 -7.27007  0.127

Results
Kohn-Sham gap ... 6.26 eV
Energy ... -4276.0704 Eh
Net charge ... +1

***

[2]
A 11-piece molecular cluster, C36H61N2O30P overall in a non-equilibrium geometry. Source: OMol25; level of theory: ωB97M-V/def2-TZVPD.

Each line ends with the Löwdin charge.
Positions of all 130 atoms, in Å:
P1 -3.60119 -0.16223 5.10299  0.340
O1 -1.64207 -7.91375 0.42823  0.194
O2 2.45455 -1.03553 4.40205  0.051
O3 3.90981 -1.69382 -5.02860  0.144
O4 -1.70842 -5.74800 0.90771  0.047
O5 -0.00225 -0.85666 -4.95050  0.041
O6 -3.33837 -2.05436 0.84657  0.180
O7 -4.41645 1.00713 5.77723  -0.188
O8 0.91536 0.49829 4.83013  0.062
O9 -1.58360 -2.01364 -5.96638  0.033
O10 0.52666 -0.00829 0.06149  0.064
O11 -4.74804 -1.12789 4.69436  -0.178
O12 0.54294 -2.21095 -0.21420  0.167
O13 -3.09497 0.54825 3.75282  -0.170
O14 -1.21694 5.84717 -0.06584  0.048
O15 -0.16766 -6.51014 -0.48478  0.052
O16 2.95381 1.48603 0.79240  0.041
O17 -2.57346 -0.85518 5.88522  -0.213
O18 3.78091 0.37767 -4.18555  0.060
O19 -1.69425 3.92828 -1.06536  0.028
O20 -0.50102 -0.90962 -1.68404  0.023
O21 1.27873 3.58035 -2.65368  0.135
O22 1.79417 -0.69243 6.48951  0.186
O23 4.19563 -1.29953 -2.80541  0.055
O24 0.53534 2.78444 -4.61919  0.035
O25 -4.58775 -1.14465 -0.77659  0.047
O26 1.25558 4.88535 -4.46304  0.066
O27 -1.90966 0.12891 -5.52418  0.185
O28 -3.14295 -2.73878 -1.29830  0.033
O29 -0.60942 3.93229 0.87186  0.199
O30 5.58134 -0.94982 1.54549  0.025
N1 5.14375 2.02948 0.45859  0.016
N2 4.80672 -2.78900 0.51871  0.035
C1 1.05542 3.75681 -3.81757  -0.589
C2 5.64750 -1.80028 0.66423  -0.612
C3 -3.85577 1.73122 8.01272  -0.076
C4 -1.11333 4.49466 0.00371  -0.621
C5 -3.42142 1.38592 1.51720  -0.069
C6 -1.83222 6.27391 -1.32514  -0.050
C7 -3.66092 -1.97889 -0.27431  -0.570
C8 -4.10333 1.11187 2.83739  -0.240
C9 -0.68464 0.52059 -1.86199  -0.056
C10 -0.13763 1.11992 -0.51084  -0.064
C11 3.79665 2.29079 0.44711  -0.523
C12 3.79113 -0.25384 -1.92940  -0.098
C13 -4.80164 0.92927 7.16892  -0.253
C14 1.21269 0.67254 3.43437  -0.090
C15 0.40408 -2.23220 -4.73292  -0.059
C16 -4.52836 -1.16294 -2.24076  -0.071
C17 -3.87577 -2.50907 -2.48815  -0.113
C18 -2.46679 4.88842 -1.78588  -0.084
C19 0.63436 3.21843 -5.98079  -0.086
C20 3.78698 -3.05556 1.56565  -0.013
C21 -4.41448 -2.38924 4.03878  -0.250
C22 -1.23745 -0.80571 -5.45181  -0.645
C23 1.94227 -0.65617 3.10630  -0.109
C24 -0.45157 -2.95464 -5.83938  -0.046
C25 0.00545 -5.09039 -0.46574  -0.132
C26 -1.22451 -6.84648 0.28748  -0.621
C27 3.23480 0.78148 -2.89825  -0.074
C28 3.38277 3.71013 0.03004  0.013
C29 6.73973 -1.81293 -0.33550  -0.004
C30 1.75045 -0.41191 5.36286  -0.621
C31 6.18583 2.89984 -0.05141  -0.089
C32 3.92785 -0.96709 -4.07676  -0.579
C33 -0.74409 -4.66121 0.79298  -0.097
C34 -5.25710 -3.48278 4.52435  -0.075
C35 0.23317 -1.14034 -0.55774  -0.595
C36 0.86819 4.75448 -5.87450  -0.039
H1 -0.15839 0.78627 -2.77707  0.097
H2 -1.74456 0.61461 -2.07648  0.116
H3 6.23114 2.92803 -1.15837  0.084
H4 -0.46633 -4.73922 -1.39749  0.126
H5 -4.15500 1.64369 9.05395  0.078
H6 2.14890 0.70279 -2.94378  0.117
H7 1.70464 5.23487 -6.38266  0.133
H8 -3.97897 -0.26254 -2.52814  0.121
H9 0.32949 0.78561 2.81807  0.119
H10 4.95972 -3.48086 -0.20323  0.144
H11 0.16228 -2.55584 -3.71795  0.122
H12 -4.60439 -3.33267 -2.54689  0.143
H13 -0.28733 2.85351 -6.41462  0.128
H14 -6.32682 -3.33439 4.46090  0.078
H15 2.79846 -0.52420 2.41497  0.108
H16 3.51737 1.81942 -2.77759  0.123
H17 2.82044 -2.75257 1.15355  0.069
H18 -2.76563 2.23132 1.72632  0.070
H19 1.45869 2.67175 -6.42901  0.131
H20 7.07968 -0.77343 -0.37666  0.087
H21 -3.19297 -2.49534 -3.33752  0.126
H22 -2.49099 7.11488 -1.10281  0.127
H23 4.09304 -2.42692 2.40231  0.079
H24 -2.30797 4.56472 -2.80194  0.118
H25 -1.06563 6.56256 -2.04654  0.119
H26 1.88996 1.51869 3.32896  0.122
H27 -4.77328 -0.12058 7.48312  0.120
H28 7.63526 -2.32566 -0.06162  0.078
H29 -2.85850 1.36699 7.81178  0.077
H30 4.04892 4.37614 0.58001  0.073
H31 -4.44026 -2.23637 2.96759  0.096
H32 7.13115 2.47996 0.31248  0.088
H33 -0.85767 -3.90637 -5.50967  0.123
H34 -5.56918 -1.08205 -2.56780  0.134
H35 5.38609 1.14971 0.90000  0.101
H36 -0.05492 5.31273 -6.03405  0.125
H37 3.06646 -0.60368 -1.18558  0.128
H38 0.50095 1.96303 -0.73651  0.102
H39 -3.38496 -2.56852 4.27317  0.108
H40 -5.81476 1.34335 7.13555  0.122
H41 -1.33249 -3.75089 0.67294  0.099
H42 1.46999 -2.32189 -4.93237  0.112
H43 3.54946 3.80122 -1.06459  0.078
H44 -5.07885 -3.73808 5.56663  0.085
H45 4.75077 -0.01398 -1.44238  0.121
H46 6.07327 3.94519 0.30195  0.082
H47 6.46627 -2.28768 -1.28130  0.084
H48 1.05603 -4.72902 -0.47348  0.124
H49 -4.18116 1.60209 0.73986  0.093
H50 -0.16206 -4.64021 1.72955  0.141
H51 -0.01056 -3.04931 -6.82236  0.124
H52 -4.96372 0.45090 2.71337  0.116
H53 -3.52706 4.81128 -1.52218  0.127
H54 -2.79851 0.52340 1.28164  0.061
H55 2.31542 3.86530 0.17709  0.073
H56 -5.01443 -4.38357 3.96566  0.085
H57 -3.82429 2.81031 7.81282  0.081
H58 -4.43502 2.04094 3.27139  0.109
H59 3.78831 -4.10547 1.79437  0.082
H60 -0.95596 1.41500 0.13833  0.099
H61 1.22531 -1.39692 2.78935  0.119

Results
SMILES ... CCOP(=O)(OCC)OCC.O=C1OCCO1.O=C1OCCO1.O=C1OCCO1.O=C1OCCO1.O=C1OCCO1.O=C1OCCO1.O=C1OCCO1.O=C1OCCO1.CNC(C)=O.CNC(C)=O
Kohn-Sham gap ... 9.49 eV
Energy ... -4116.6322 Eh
Net charge ... 0